This record from the Open Molecules 2025 dataset describes a cluster of 10 separate species, C23H55Br8N3O9 in total at a distorted geometry. The level of theory is the ωB97M-V functional and the def2-TZVPD basis.

The calculation puts the HOMO energy (spin up / spin down) at -11.5 / -11.5 eV. The total charge is +1. The value obtained for the electronic energy is -607960.5934 eV. Its expectation value of S² is 0.757. Its orbital gap (spin up / spin down) is 7.97 / 2.12 eV. As for the spin multiplicity: 2.

Structure (XYZ):
```
98
Properties=species:S:1:pos:R:3:mulliken_charge:R:1
C 22.5910 3.3298 -11.6694 -0.49
N 22.8456 2.9084 -13.1222 0.86
O 23.5425 1.9126 -13.2479 -0.53
O 22.2723 3.4977 -14.0633 -0.55
H 22.3278 4.3875 -11.6834 0.23
H 23.5345 3.1468 -11.1553 0.30
H 21.7817 2.6600 -11.3785 0.18
C 21.4588 -0.8456 -8.7733 -0.33
N 22.7587 -0.5766 -9.3557 1.05
O 23.4204 -1.5507 -9.7475 -0.56
O 23.0837 0.5620 -9.3534 -0.57
H 21.6103 -0.6575 -7.7104 0.33
H 21.2331 -1.8532 -9.1225 -0.07
H 20.8791 -0.0562 -9.2516 0.11
C 13.7076 -0.2535 -11.9928 -0.77
N 14.5009 -1.1122 -12.9223 0.87
O 13.9652 -1.9675 -13.5741 -0.57
O 15.6699 -0.8826 -12.8836 -0.37
H 14.0815 0.7704 -12.0024 0.24
H 13.6518 -0.7051 -11.0023 0.28
H 12.6988 -0.3258 -12.3992 0.34
Br 21.7617 -5.2207 -9.2416 -0.16
C 21.0743 -4.2682 -10.8647 -0.57
C 20.8397 -5.2305 -11.9825 -0.62
Br 20.3598 -4.1439 -13.5611 -0.11
H 21.8845 -3.6362 -11.2282 0.36
H 20.1746 -3.7438 -10.5426 0.33
H 20.1828 -6.0951 -11.8871 0.45
H 21.8283 -5.5806 -12.2796 0.34
Br 23.1860 0.6770 -17.4042 0.18
C 22.0176 -0.2705 -18.7656 0.02
C 22.3885 -1.7976 -18.8838 -0.25
Br 22.0627 -2.6741 -17.1351 0.23
H 22.1575 0.2698 -19.7019 0.50
H 21.0040 -0.1581 -18.3808 -0.19
H 23.4207 -2.0156 -19.1576 0.41
H 21.7848 -2.3871 -19.5739 -0.05
Br 20.3625 -0.5807 -12.0262 -0.06
C 19.3562 -0.5328 -13.7445 0.34
C 20.0847 0.2200 -14.8591 -0.40
Br 18.9508 0.3690 -16.5050 -0.13
H 18.4352 0.0303 -13.5936 -0.02
H 19.0268 -1.5371 -14.0112 -0.38
H 20.9901 -0.3624 -15.0295 0.46
H 20.3883 1.2222 -14.5565 0.20
Br 19.4908 -2.8664 -20.6390 -0.16
C 18.3152 -1.8234 -19.4135 -0.47
C 16.8625 -2.2819 -19.5108 -0.49
Br 15.8574 -0.7801 -18.5644 -0.17
H 18.3335 -0.7671 -19.6816 0.47
H 18.6506 -1.9094 -18.3799 0.11
H 16.6516 -3.2849 -19.1398 0.25
H 16.5285 -2.3432 -20.5465 0.53
C 17.1157 -3.0342 -15.3097 -0.48
C 15.7319 -3.2455 -15.9125 -0.56
O 15.8871 -4.0644 -17.0775 -0.32
C 14.6825 -4.5940 -17.5405 -0.28
C 14.9847 -5.6881 -18.5794 -1.21
H 17.6757 -3.9504 -15.4974 0.27
H 17.6947 -2.3031 -15.8739 -0.09
H 17.1086 -2.7862 -14.2483 0.41
H 15.1560 -3.8401 -15.2034 0.40
H 15.1729 -2.3448 -16.1663 0.27
H 14.0581 -5.0289 -16.7600 0.45
H 14.1104 -3.8002 -18.0209 0.26
H 14.0689 -6.0287 -19.0627 0.39
H 15.3669 -6.6195 -18.1616 0.30
H 15.6701 -5.3747 -19.3669 0.27
C 21.6900 3.8898 -7.9402 -1.05
C 20.3250 4.3463 -8.4008 -0.38
O 20.0260 3.6488 -9.5762 -0.09
C 18.7464 3.8217 -10.0465 -0.69
C 18.5162 2.7726 -11.1338 -0.37
H 21.9275 4.5360 -7.0952 0.43
H 21.7032 2.8430 -7.6368 0.21
H 22.4948 4.0660 -8.6539 0.23
H 19.6725 4.1816 -7.5433 0.31
H 20.3078 5.4067 -8.6525 0.31
H 17.9932 3.6742 -9.2725 0.37
H 18.6724 4.8296 -10.4549 0.30
H 19.1615 3.1871 -11.9083 0.04
H 17.4783 2.7399 -11.4651 0.25
H 18.8178 1.7421 -10.9464 0.08
C 15.2820 2.2270 -14.0502 -0.81
C 15.9885 2.4912 -15.4098 0.08
O 16.6777 3.7255 -15.3768 -0.47
C 17.6874 3.8221 -14.4380 1.09
C 18.4190 5.0231 -14.8297 -1.68
H 14.7869 3.1418 -13.7245 0.40
H 14.5854 1.4056 -14.2178 0.40
H 15.8823 2.0337 -13.1612 0.07
H 16.6213 1.6293 -15.6215 -0.28
H 15.2825 2.5609 -16.2373 0.37
H 17.3524 3.9916 -13.4147 0.05
H 18.2751 2.9102 -14.5430 -0.27
H 18.7685 5.1191 -15.8576 0.37
H 19.3171 5.2068 -14.2400 0.34
H 17.8342 5.9429 -14.8254 0.36
```

This record from the Open Molecules 2025 dataset describes a cluster of 5 separate species, C23H56BrFN3O7PS2 in total. The level of theory is the ωB97M-V functional and the def2-TZVPD basis.

The calculation puts the HOMO energy at -7.9 eV. The value obtained for the electronic energy is -147276.1949 eV. Its orbital gap is 8.25 eV. As for the SMILES: CCN[C@](S)(CCCCO)O[C@@](CC(=O)N(C)C)(P(C)C)[C@](S)([C@@H](C)F)N(Br)CC.CO.CO.CO.CO.

Structure (XYZ):
```
94
Properties=species:S:1:pos:R:3:mulliken_charge:R:1
C -2.6304 3.2204 4.6022 -1.35
C -1.1943 3.2684 4.1166 -0.35
N -0.9834 2.2837 3.0721 0.37
C 0.0285 2.4416 2.0898 0.30
S 1.6034 2.8845 2.9375 -0.27
C -0.2072 3.6128 1.1145 -1.95
C -1.6287 3.6859 0.5511 -0.19
C -2.4003 4.9155 1.0241 -0.35
C -3.8732 4.9031 0.6256 -0.74
O -4.6889 4.7051 1.7826 -0.54
O 0.0469 1.3180 1.2005 0.48
C 0.5558 -0.0332 1.2369 0.81
C 1.6650 -0.0597 0.1351 -1.19
C 2.6447 1.0869 -0.0924 -0.74
O 2.5067 2.2116 0.2719 -0.40
N 3.8285 0.7274 -0.8433 0.08
C 4.7838 -0.0311 -0.0437 -1.11
C 3.5725 0.0194 -2.0993 -0.93
P 1.2778 -0.5655 2.9306 -0.14
C 1.3901 -2.3914 2.8303 -1.06
C 3.0726 -0.3135 2.6345 -1.00
C -0.6353 -1.0319 0.7333 0.38
S 0.0691 -2.5118 -0.1753 -0.13
C -1.6274 -0.3287 -0.2576 -0.05
C -2.7939 0.4068 0.3662 -1.99
F -0.9498 0.5246 -1.1287 -0.41
N -1.3982 -1.7662 1.7665 -0.03
Br -1.9402 -0.9320 3.3408 -0.04
C -2.4296 -2.7354 1.3367 -0.79
C -2.1016 -4.1547 1.7750 -1.20
H -3.3335 3.3195 3.7701 0.26
H -2.8407 2.2858 5.1248 0.32
H -2.8313 4.0457 5.2849 0.41
H -0.9567 4.2854 3.7767 0.34
H -0.5210 3.0598 4.9518 0.41
H -1.8510 1.9727 2.6653 0.04
H 1.4243 2.0522 3.9692 0.15
H 0.0298 4.5403 1.6409 0.98
H 0.5203 3.5135 0.3140 0.39
H -1.5895 3.6932 -0.5414 0.64
H -2.2036 2.7959 0.8167 -0.56
H -2.3628 4.9755 2.1145 0.15
H -1.9189 5.8053 0.6113 0.37
H -4.0546 4.1001 -0.0974 0.33
H -4.1605 5.8439 0.1491 0.30
H -5.4075 4.0968 1.5742 0.30
H 1.1925 -0.1382 -0.8375 1.20
H 2.2759 -0.9502 0.2672 0.46
H 5.7208 -0.0981 -0.6010 0.37
H 4.9920 0.4872 0.8908 0.28
H 4.4608 -1.0594 0.1629 0.42
H 2.8183 0.5393 -2.6907 0.24
H 4.4977 0.0112 -2.6752 0.38
H 3.2435 -1.0204 -1.9689 0.31
H 0.4376 -2.8419 3.0970 0.27
H 1.7441 -2.7989 1.8863 0.20
H 2.1256 -2.6366 3.6013 0.56
H 3.5239 -0.3398 3.6290 0.53
H 3.2730 0.6597 2.1977 0.32
H 3.5285 -1.0998 2.0335 0.18
H 0.2074 -1.9347 -1.3739 -0.05
H -2.0263 -1.1192 -0.8949 0.99
H -2.5474 0.8795 1.3074 0.37
H -3.1124 1.1724 -0.3412 0.43
H -3.6298 -0.2731 0.5317 0.41
H -2.5867 -2.6774 0.2619 0.26
H -3.3779 -2.4455 1.7919 0.56
H -1.0704 -4.4184 1.5535 0.22
H -2.2700 -4.2738 2.8456 0.31
H -2.7534 -4.8605 1.2554 0.42
C 0.2698 -0.9399 -4.3797 -0.70
O 1.4105 -1.7419 -4.1268 -0.50
H 0.4443 0.0270 -3.9139 0.41
H 0.1046 -0.7987 -5.4508 0.33
H -0.6430 -1.3704 -3.9542 0.15
H 1.2475 -2.5964 -4.5493 0.34
C -1.1441 -4.1163 -6.2107 -0.52
O 0.1632 -3.6324 -5.9045 -0.45
H -1.7963 -3.7606 -5.4189 0.18
H -1.5077 -3.7155 -7.1568 0.24
H -1.1688 -5.2081 -6.2398 0.29
H 0.7754 -3.9245 -6.5864 0.24
C 6.2085 -3.1902 1.8506 -0.66
O 4.8334 -3.1195 1.4999 -0.39
H 6.5765 -2.1663 1.8678 0.24
H 6.3578 -3.6289 2.8403 0.29
H 6.7903 -3.7560 1.1185 0.29
H 4.4705 -4.0100 1.4742 0.25
C -3.1735 -0.3579 -5.8688 -0.57
O -2.4486 -1.3031 -6.6440 -0.40
H -3.8835 -0.9254 -5.2706 0.22
H -2.5213 0.2045 -5.1940 0.22
H -3.7309 0.3462 -6.4916 0.29
H -1.8080 -0.8254 -7.1796 0.27
```

> The highest electronic energy belongs to which entry?

C23H56BrFN3O7PS2

> Among the records above, which one has the highest electronic energy?

C23H56BrFN3O7PS2

> Which of these has the lowest electronic energy?

C23H55Br8N3O9